Entry 1:
Density functional theory data (the ωB97M-V functional and the def2-TZVPD basis) for C26H51Cl3LuN2O6PSi as an isolated structure in a non-equilibrium geometry.

Positions of all 91 atoms, in Å:
N  3.604  1.547  -0.112
O  -1.992  0.503  1.567
C  6.588  -5.452  -0.221
H  -0.105  -5.315  3.735
H  6.985  -3.891  -1.609
N  -0.530  -3.251  3.464
H  3.057  3.582  -0.015
Cl  4.097  -2.491  -0.506
C  -1.568  4.801  -0.350
H  -5.698  2.551  -0.252
H  -0.163  -2.805  5.444
O  -2.450  1.683  -0.693
H  4.794  3.241  -0.286
H  -1.748  -4.915  3.154
C  -3.897  1.544  -0.707
H  7.417  -5.510  2.704
C  4.802  0.771  0.218
H  2.365  -2.492  2.100
C  5.210  -8.685  3.050
C  6.163  -8.402  4.036
H  -0.247  4.385  1.283
H  7.708  -7.015  4.676
H  3.664  -6.044  3.570
H  4.837  0.528  1.288
C  6.773  -6.387  2.835
H  -1.825  5.043  1.770
H  -1.176  5.813  -0.471
C  3.356  -2.235  2.529
H  4.262  -7.993  1.208
H  2.647  -4.744  4.227
H  1.294  -2.680  4.411
H  -2.263  0.536  4.292
H  6.557  -2.980  3.449
C  5.701  -3.488  3.910
C  -0.944  -4.605  3.830
C  -4.623  2.735  -0.162
H  4.621  -9.606  3.106
C  5.765  -6.635  1.899
H  3.158  -1.835  3.534
H  3.867  -1.480  1.927
C  2.396  1.009  -0.052
H  9.094  -4.597  -1.203
H  -1.304  -4.589  4.864
O  -1.842  3.047  1.397
H  6.310  -5.353  -2.350
H  0.028  -1.418  4.327
H  5.268  -4.259  -1.375
H  -1.139  -3.502  1.517
H  -1.045  4.156  -1.063
Cl  1.207  -4.670  0.149
H  -4.140  1.405  -1.764
H  6.305  -9.076  4.884
O  2.173  -0.161  0.354
P  -1.412  1.656  0.563
C  3.776  2.934  -0.529
H  -4.403  2.903  0.894
H  6.072  -4.399  4.397
C  3.152  -5.105  3.317
Lu  1.561  -2.199  -0.078
C  8.966  -5.662  -0.963
H  -3.558  1.553  2.508
C  0.213  -2.488  4.468
H  4.612  -6.039  0.181
H  1.566  1.654  -0.395
C  -1.324  4.366  1.072
C  5.008  -7.808  1.987
C  -0.488  -2.908  2.179
Cl  0.271  -1.514  -2.017
H  -4.389  3.642  -0.728
C  6.947  -7.249  3.922
H  4.825  -0.173  -0.348
Si  4.349  -3.811  2.662
O  0.283  -2.020  1.704
H  -2.632  4.831  -0.587
C  5.450  -5.663  0.780
H  5.318  -2.832  4.705
H  8.833  -6.195  -1.916
H  -3.973  -0.058  1.833
C  -3.205  0.517  2.372
H  9.900  -6.012  -0.511
C  7.840  -5.910  -0.017
O  5.022  -4.386  1.234
H  -3.822  -0.304  4.238
H  -2.376  -1.079  3.550
H  -4.177  0.631  -0.175
C  6.262  -4.704  -1.463
H  3.618  3.046  -1.612
H  8.078  -6.523  0.849
C  -2.893  -0.128  3.694
H  5.656  1.398  -0.039
H  2.387  -5.322  2.554

Summary:
total energy: -131418.595 eV
2S+1: 1
total charge: 0

Results of the Mulliken charge analysis, in e, for atoms 1 through 2: 0.22, -0.17

***

Entry 2:
Density functional theory data (the ωB97M-V functional and the def2-TZVPD basis) for a 11-piece molecular cluster, C26H51INO41S10 overall in a non-equilibrium geometry.

Positions of all 130 atoms, in Å:
H  2.341  0.396  -4.715
O  -4.698  -4.670  -8.762
C  -2.426  -2.087  -9.209
O  -1.958  -2.681  -14.460
O  -1.805  -1.193  -16.400
S  -5.748  -6.793  -3.720
H  -1.074  -1.272  6.798
O  6.398  3.840  11.838
H  -0.264  3.782  2.313
H  -0.647  -5.414  -0.186
C  -1.316  0.890  6.726
C  -4.039  -3.358  -15.260
O  1.744  3.665  6.121
O  -5.038  -6.630  -2.507
O  -3.985  -1.953  -15.540
S  1.218  -6.016  1.977
O  -1.240  1.852  7.793
O  1.057  2.930  -6.364
O  -0.262  2.808  0.509
C  7.416  2.154  13.085
O  1.394  1.654  1.832
C  -2.998  -1.435  -1.607
S  -3.957  -3.973  -9.749
C  4.098  8.370  10.130
O  2.914  4.965  4.398
H  0.716  -2.149  -2.831
H  2.424  3.217  0.973
H  -0.415  -0.946  -2.238
H  -3.461  -3.261  -13.176
O  0.438  -5.213  2.847
O  -7.117  -7.164  -3.738
H  -1.569  -0.016  -0.781
H  -2.768  0.723  -1.787
O  -3.725  -4.533  -11.032
H  -0.050  5.365  7.323
O  3.478  7.499  9.173
H  2.105  3.400  2.716
C  -0.847  -1.774  -4.213
H  1.441  -4.681  -1.142
H  6.579  1.929  11.098
S  3.983  5.992  9.392
O  -4.920  -7.807  -4.651
H  -2.633  -3.422  -0.946
C  1.019  5.573  7.247
H  5.844  8.026  11.387
C  0.370  3.705  1.441
H  0.491  4.688  0.991
C  -4.612  -7.182  -5.905
C  -4.521  -5.707  -5.588
H  -3.063  -1.327  -2.682
O  4.582  5.549  8.187
O  2.294  4.637  -5.120
C  1.973  1.409  -4.847
H  1.289  6.341  7.967
H  1.519  1.754  -3.916
S  7.879  4.390  12.109
H  -3.683  -7.578  -6.305
C  5.431  7.719  10.430
O  8.485  3.044  12.738
H  -1.934  -1.853  -10.156
O  -0.505  -0.310  8.553
H  -2.186  1.086  6.106
O  0.812  0.800  -0.401
O  3.252  3.682  -7.192
O  0.247  -6.845  1.012
H  -1.822  -1.719  -8.383
H  -4.242  -1.551  -8.160
H  -5.428  -7.391  -6.601
S  -2.526  -1.377  -15.196
H  -3.565  -5.456  -5.124
S  2.490  3.547  -6.005
O  1.294  6.022  5.906
O  -5.568  -5.486  -4.625
S  1.635  4.764  4.975
C  -2.625  -0.045  -1.031
H  5.358  2.128  12.376
H  -5.113  -1.880  -1.987
H  2.236  -6.240  -0.789
O  2.966  5.260  10.052
C  -2.019  -2.545  -1.152
I  -0.919  -3.678  -5.337
H  -4.486  -2.664  -0.543
O  -0.786  0.609  1.489
H  0.006  1.240  -5.746
S  0.225  1.305  0.786
H  2.888  4.542  7.593
S  -0.531  1.202  9.073
H  1.355  0.955  -6.872
H  6.159  7.913  9.639
H  -3.933  -0.571  -9.613
C  -3.843  -1.561  -9.176
O  2.208  -6.901  2.479
H  -4.673  -5.084  -6.463
H  -5.048  -3.647  -14.979
O  0.807  1.669  9.139
H  -3.742  -3.899  -16.162
C  1.842  4.315  7.403
H  4.204  9.368  9.714
O  -1.414  1.304  10.175
O  3.057  2.297  -5.181
C  0.144  -6.163  -0.256
H  -2.397  -0.645  7.810
O  5.143  6.315  10.441
C  1.693  3.056  1.770
H  -1.600  -2.253  -0.169
N  -1.013  -2.981  -2.097
O  7.805  5.379  13.123
C  -0.362  -1.911  -2.741
H  -3.159  0.168  -0.114
H  -4.867  -0.963  -0.526
O  -4.593  -2.518  -9.947
C  1.490  -5.517  -0.447
O  0.500  4.451  4.181
H  -2.692  -4.588  -14.070
O  1.872  -5.067  0.865
H  3.464  8.411  11.018
H  7.068  2.410  14.088
O  -2.675  -0.337  -14.247
H  7.764  1.125  13.072
C  -1.392  -0.448  7.430
H  -0.096  -6.868  -1.046
C  6.349  2.423  12.044
O  8.519  4.634  10.871
C  -4.447  -1.757  -1.137
C  1.018  1.536  -6.011
C  -3.046  -3.563  -14.138
H  1.463  3.662  8.183
O  -2.570  -3.511  -9.114
H  -0.412  0.974  6.121
O  -1.186  -0.792  -4.713

Summary:
total energy: -229670.727 eV
2S+1: 1
total charge: -1

Results of the Mulliken charge analysis, in e, for atoms 1 through 2: 0.29, -0.51

***

Entry 3:
Density functional theory data (the ωB97M-V functional and the def2-TZVPD basis) for a 7-piece molecular cluster, C26H51NO18 overall in a non-equilibrium geometry.

Positions of all 96 atoms, in Å:
H  4.073  2.120  2.557
O  -5.842  -2.724  -1.287
O  5.666  -0.024  -0.501
H  -4.082  0.827  0.005
O  -5.273  -0.712  5.159
H  8.988  1.730  -0.119
C  3.526  -0.616  -0.016
H  -7.688  -1.213  -2.837
O  -5.094  -1.919  -3.328
H  9.809  0.344  -0.928
H  -7.302  -3.524  -2.590
O  -2.717  -2.333  1.745
H  -0.628  0.702  1.203
C  -8.035  -1.656  -1.946
O  2.236  -0.780  -3.223
H  2.696  7.270  0.328
H  0.403  5.302  0.261
H  3.631  -1.678  -0.302
C  5.514  -1.956  -3.551
C  2.223  4.045  1.644
O  1.719  5.247  1.844
H  0.061  -4.971  0.122
H  -3.634  -0.091  6.699
N  -1.841  3.458  1.350
C  1.150  -0.083  -3.940
H  -2.660  -2.924  -3.158
C  1.946  6.694  -0.197
C  6.579  0.887  -0.934
O  2.043  3.317  0.707
H  -1.969  0.020  6.210
H  1.366  -3.333  2.199
C  -3.787  -3.310  1.761
H  0.688  1.615  0.744
H  -5.699  0.798  0.802
H  1.217  -0.316  -4.975
C  4.321  0.399  -0.706
O  2.888  3.750  2.771
H  0.786  1.943  -4.528
H  2.314  1.773  2.610
H  -0.451  1.288  -0.527
H  2.308  6.014  -0.928
H  -1.752  -2.330  -1.729
H  3.129  2.293  4.134
H  4.147  0.446  -1.781
O  -0.801  -1.591  0.937
H  -3.463  -4.205  2.317
C  3.126  2.362  3.040
C  9.016  1.070  -0.961
H  2.441  -0.348  -0.052
C  1.369  1.426  -3.763
C  3.299  -1.153  -3.973
H  -2.972  0.303  2.206
C  -4.533  -0.164  4.399
H  3.701  -0.627  1.105
H  5.381  -2.977  -3.944
C  -4.960  -2.273  -2.184
H  -4.162  1.709  2.495
O  -3.356  0.410  4.675
H  0.526  -3.204  0.245
O  6.324  1.976  -1.249
H  -4.599  -2.781  2.270
H  0.455  6.668  1.408
H  -8.054  -0.900  -1.155
H  0.270  -0.474  -3.411
H  6.090  -1.830  -2.659
H  -2.912  1.441  6.379
H  -4.683  -0.676  0.699
O  3.473  -1.000  -5.135
C  -0.357  1.491  0.546
H  1.766  -5.007  1.669
O  7.739  0.309  -0.824
O  -4.831  -0.084  3.107
C  0.989  -4.315  1.962
C  -2.610  -2.163  -2.404
C  -7.207  -2.880  -1.667
C  -1.551  -2.524  1.167
H  8.860  1.629  -1.889
H  4.193  1.328  -0.112
H  1.052  1.758  -2.763
H  -7.654  -3.387  -0.796
H  0.459  -4.627  2.859
C  1.038  5.974  0.795
H  -2.668  -1.148  -2.814
H  1.226  7.361  -0.664
H  2.423  1.740  -3.954
C  0.116  -4.083  0.732
C  -4.652  0.424  0.848
C  -2.968  0.433  6.028
O  -1.301  -3.800  0.977
O  4.205  -1.598  -3.124
H  -9.080  -1.920  -2.183
H  5.823  -1.274  -4.379
C  -4.024  0.683  2.185
H  -4.042  -3.545  0.704
C  -1.137  2.619  0.977
O  -3.756  -2.345  -1.494

Summary:
total energy: -66133.216 eV
2S+1: 1
total charge: 0
SMILES string: CCOC(=O)OC.CCOC(=O)OC.CCOC(=O)OC.CCOC(=O)OC.CCOC(=O)OC.CCOC(=O)OC.CC#N

Results of the Mulliken charge analysis, in e, for atoms 1 through 2: 0.22, -0.28

***

Entry 4:
Density functional theory data (the ωB97M-V functional and the def2-TZVPD basis) for a 9-piece molecular cluster, C26H52Cl10O12 overall in a non-equilibrium geometry.

Positions of all 100 atoms, in Å:
C  4.417  1.898  1.250
H  -3.808  -1.638  -4.630
H  -4.846  0.925  1.128
C  -2.416  -1.419  4.306
H  1.533  0.060  0.468
H  -2.483  4.178  1.590
C  -0.214  -4.342  -2.174
O  -2.562  -1.197  1.167
C  1.024  0.806  -0.142
H  2.863  -1.175  -5.827
H  3.822  1.010  1.467
H  6.383  -3.765  -0.868
H  2.988  -4.385  2.720
C  0.955  -2.518  3.390
C  -1.940  -0.159  0.450
C  -1.414  4.036  1.753
H  5.179  -2.796  -0.160
C  -0.881  -1.333  4.289
C  -0.808  5.374  1.473
H  -0.460  -1.620  5.253
C  4.645  -1.334  -2.354
H  -1.020  -3.652  -2.425
H  -2.811  -2.426  4.178
O  -0.327  -2.156  3.312
O  1.075  2.996  2.697
Cl  -7.503  -0.288  1.735
Cl  -0.657  -4.967  -0.547
C  1.100  -3.637  -2.255
H  -0.592  0.882  -1.534
O  -1.192  3.537  3.057
O  4.622  -1.080  -3.680
H  2.885  -3.888  0.992
H  -2.852  4.784  -0.567
C  -3.552  -0.902  -3.867
C  -3.211  3.195  -1.973
H  -2.327  2.563  -1.895
Cl  5.088  2.373  2.814
H  -1.786  0.039  -3.169
H  -1.287  -2.667  1.112
C  5.454  1.761  0.209
C  -5.449  0.614  0.274
C  0.007  0.124  -1.029
Cl  -6.521  1.996  -0.333
H  1.869  0.003  -5.327
Cl  -1.493  5.261  -2.478
C  -2.968  4.661  -1.644
H  1.673  1.437  -0.750
C  0.031  3.052  3.376
H  -2.830  -0.951  5.199
H  1.746  2.394  5.487
C  -2.176  -0.392  -4.091
H  0.419  -0.537  -1.792
H  -2.285  0.412  -4.820
Cl  6.462  0.321  0.611
H  3.400  0.482  -3.385
H  0.408  1.598  6.255
O  5.491  -2.353  -2.160
H  -4.727  0.371  -0.506
Cl  -3.655  -1.772  -2.266
O  -2.321  1.034  0.400
H  0.581  1.483  0.589
H  3.343  -2.772  2.274
H  1.063  0.820  4.805
H  1.936  -1.317  -4.181
Cl  -3.951  3.066  -3.585
H  -1.015  6.166  2.192
H  -3.771  5.344  -1.919
C  2.683  -3.603  2.024
Cl  2.554  -4.662  -2.036
H  -2.852  -3.276  1.591
O  -0.874  -0.637  -0.197
C  2.535  -0.737  -4.884
H  -3.955  2.787  -1.289
H  -0.603  -0.351  3.905
O  1.264  -3.280  2.301
H  -1.094  3.322  0.994
H  3.643  2.635  1.037
C  -6.205  -0.623  0.566
C  -2.357  -2.568  0.926
H  4.272  0.553  -4.870
H  0.277  5.273  1.441
O  1.754  -2.243  4.260
H  5.025  1.823  -0.791
H  1.300  -2.803  -1.582
H  1.151  -3.223  -3.262
H  -0.344  -5.177  -2.863
H  -2.894  -0.805  3.542
H  -4.320  -0.130  -3.830
H  -2.537  -2.801  -0.123
Cl  -1.054  -1.560  -4.897
O  -0.095  2.540  4.615
O  3.940  -0.740  -1.492
H  -1.022  5.690  0.452
H  6.127  2.610  0.078
C  6.003  -2.743  -0.872
C  0.869  1.779  5.284
C  3.745  -0.138  -4.213
H  -5.472  -1.267  1.051
H  -6.577  -1.233  -0.257
H  6.761  -2.029  -0.550

Summary:
total energy: -177599.532 eV
2S+1: 1
total charge: 0
SMILES string: CCOC(=O)OC.CCOC(=O)OC.CCOC(=O)OC.CCOC(=O)OC.ClCCCl.ClCCCl.ClCCCl.ClCCCl.ClCCCl

Results of the Mulliken charge analysis, in e, for atoms 1 through 2: -0.17, 0.44